This record from the Open Molecules 2025 dataset describes a molecular structure, C37H65BN12O3S3Sr. The level of theory is ωB97M-V with the def2-TZVPD basis set.

Atoms and positions in Å:
Sr (-2.50, 1.46, -0.62)
C (-1.32, -3.72, -2.20)
C (-0.31, -2.62, -2.08)
C (0.61, -2.39, -3.05)
C (1.57, -1.35, -2.90)
N (1.60, -0.64, -1.81)
N (0.70, -0.86, -0.84)
B (1.08, -0.08, 0.45)
N (2.30, 0.81, 0.20)
N (3.43, 0.29, 0.69)
C (4.55, 0.94, 0.53)
C (4.56, 2.19, -0.13)
C (3.40, 2.72, -0.64)
C (3.37, 4.03, -1.34)
C (2.21, 1.96, -0.48)
S (0.72, 2.45, -1.17)
C (5.79, 0.24, 1.06)
C (6.02, -1.01, 0.20)
C (7.02, 1.14, 1.00)
C (5.54, -0.19, 2.51)
N (1.27, -1.04, 1.65)
N (1.94, -2.17, 1.78)
C (1.87, -2.74, 2.96)
C (1.12, -2.15, 4.01)
C (0.40, -1.00, 3.85)
C (-0.39, -0.32, 4.92)
C (0.49, -0.47, 2.56)
S (-0.16, 0.89, 1.67)
C (2.62, -4.04, 3.17)
C (3.29, -4.50, 1.87)
C (1.63, -5.12, 3.64)
C (3.69, -3.82, 4.25)
C (-0.29, -1.78, -0.92)
S (-1.49, -1.88, 0.28)
C (2.58, -1.04, -3.98)
C (3.52, 0.08, -3.54)
C (3.40, -2.30, -4.28)
C (1.82, -0.60, -5.24)
H (-1.08, -4.38, -3.03)
H (-2.32, -3.32, -2.36)
H (-1.36, -4.30, -1.27)
H (0.62, -3.01, -3.94)
H (5.49, 2.73, -0.24)
H (4.37, 4.46, -1.40)
H (2.72, 4.73, -0.81)
H (2.97, 3.92, -2.34)
H (6.22, -0.74, -0.84)
H (5.15, -1.67, 0.23)
H (6.89, -1.57, 0.58)
H (7.28, 1.41, -0.03)
H (7.87, 0.61, 1.42)
H (6.88, 2.06, 1.58)
H (4.69, -0.87, 2.57)
H (5.34, 0.68, 3.15)
H (6.42, -0.70, 2.90)
H (1.10, -2.64, 4.98)
H (-0.53, -0.98, 5.77)
H (-1.37, -0.02, 4.53)
H (0.13, 0.57, 5.26)
H (2.55, -4.65, 1.09)
H (3.81, -5.44, 2.05)
H (4.01, -3.76, 1.52)
H (0.84, -5.26, 2.90)
H (1.17, -4.87, 4.60)
H (2.15, -6.07, 3.76)
H (4.42, -3.07, 3.92)
H (4.22, -4.75, 4.44)
H (3.26, -3.48, 5.19)
H (4.07, -0.20, -2.64)
H (2.97, 1.00, -3.32)
H (4.23, 0.29, -4.34)
H (3.87, -2.69, -3.38)
H (4.18, -2.07, -5.00)
H (2.78, -3.10, -4.71)
H (1.27, 0.33, -5.06)
H (1.11, -1.36, -5.58)
H (2.52, -0.41, -6.05)
N (-3.38, 3.16, -2.40)
C (-4.03, 2.63, -3.62)
C (-3.03, 2.04, -4.60)
C (-2.38, 0.73, -4.18)
N (-1.51, 0.90, -3.00)
H (-4.03, 3.80, -1.93)
H (-2.61, 3.76, -2.68)
H (-4.59, 3.42, -4.13)
H (-4.75, 1.86, -3.32)
H (-2.25, 2.78, -4.82)
H (-3.55, 1.87, -5.55)
H (-1.82, 0.33, -5.03)
H (-3.16, 0.00, -3.94)
H (-0.81, 1.62, -3.19)
H (-0.96, 0.05, -2.87)
O (-3.23, -0.88, 2.99)
H (-2.94, -1.71, 2.58)
H (-3.77, -1.15, 3.74)
O (-4.49, -1.63, -1.38)
C (-3.65, -0.89, -1.29)
O (-1.77, 3.46, 0.32)
H (-0.83, 3.52, 0.04)
H (-1.84, 4.00, 1.11)
C (-5.63, 3.02, 0.12)
N (-4.81, 1.91, 0.66)
C (-4.47, 2.27, 2.08)
N (-5.65, 2.51, 2.88)
C (-6.42, 3.60, 2.28)
N (-6.82, 3.28, 0.90)
C (-7.63, 2.06, 0.94)
N (-6.89, 0.94, 1.52)
C (-5.70, 0.71, 0.73)
C (-6.48, 1.30, 2.88)
H (-5.93, 2.77, -0.90)
H (-5.02, 3.93, 0.11)
H (-3.87, 3.17, 2.07)
H (-3.90, 1.45, 2.51)
H (-5.81, 4.51, 2.27)
H (-7.31, 3.79, 2.88)
H (-7.93, 1.80, -0.08)
H (-8.53, 2.24, 1.53)
H (-5.99, 0.44, -0.29)
H (-5.13, -0.11, 1.17)
H (-5.92, 0.48, 3.32)
H (-7.38, 1.48, 3.48)

Results
Maximum force: 0.0253 hartree/bohr
Kohn-Sham gap: 8.1 eV
Net charge: +2
HOMO energy: -13.042 eV

=====

This record from the Open Molecules 2025 dataset describes C3H6F4N2 in the gas phase. The level of theory is ωB97M-V with the def2-TZVPD basis set.

Atoms and positions in Å:
F (-1.76, 0.34, -2.24)
N (-1.02, -0.55, -1.40)
F (-1.48, -1.89, -1.85)
C (-1.19, -0.18, -0.07)
C (-0.31, 0.85, 0.55)
C (1.17, 0.56, 0.27)
N (1.63, -0.71, 0.73)
F (2.17, -1.48, -0.28)
F (2.17, -0.70, 1.99)
H (-2.17, 0.14, 0.03)
H (-1.15, -1.18, 0.50)
H (-0.64, 1.86, 0.32)
H (-0.53, 0.99, 1.57)
H (1.81, 1.34, 0.68)
H (1.30, 0.60, -0.81)

Results
Relative energy (zero: lowest compared OMol25 entry of this formula, charge and spin): 139.5 kcal per mole
Maximum force: 0.0978 hartree/bohr
Kohn-Sham gap: 10.4 eV
Net charge: 0
HOMO energy: -9.561 eV

=====

This record from the Open Molecules 2025 dataset describes a molecular structure, C5H12O. The level of theory is ωB97M-V with the def2-TZVPD basis set.

Atoms and positions in Å:
C (2.02, -0.09, -0.01)
C (-0.36, -0.01, -0.04)
C (-0.68, 1.31, -0.76)
C (-1.46, -1.07, -0.26)
C (-0.35, 0.32, 1.46)
H (2.04, 1.22, 0.05)
H (2.78, -0.55, -0.93)
H (2.25, -0.77, 1.20)
H (-0.89, 1.21, -1.80)
H (0.15, 2.03, -0.65)
H (-1.68, 1.66, -0.31)
H (-1.68, -1.11, -1.37)
H (-2.44, -0.87, 0.40)
H (-1.09, -2.06, 0.13)
H (0.33, 1.17, 1.66)
H (0.05, -0.52, 2.09)
H (-1.29, 0.60, 1.96)
O (0.81, -0.59, -0.60)

Results
Relative energy (zero: lowest compared OMol25 entry of this formula, charge and spin): 73.8 kcal per mole
Maximum force: 0.0896 hartree/bohr
Kohn-Sham gap: 10.5 eV
Net charge: 0
HOMO energy: -9.615 eV

=====

Which of these has the lowest HOMO energy?
C37H65BN12O3S3Sr